DFT (ωB97M-V/def2-TZVPD) results for a cluster of 18 separate species, C38H61BN19O4 in total in a non-equilibrium geometry.

```
123
Properties=species:S:1:pos:R:3:mulliken_charge:R:1
H -8.807 2.089 6.531 0.27
H -3.067 -0.043 -4.705 0.13
C 10.282 2.600 -4.032 -0.82
O -1.380 1.407 2.093 -0.60
O -2.564 4.171 1.901 -0.28
C 0.539 -2.078 4.877 -0.33
N -3.537 3.512 2.048 0.15
H 1.246 -2.844 4.558 -0.04
C 7.097 -3.084 0.759 0.38
H 0.430 -1.338 4.083 0.22
H 9.418 2.709 -4.687 0.27
H 1.787 -1.699 -1.790 0.26
H -2.648 4.913 -3.284 0.36
C 2.015 1.652 -2.975 0.42
H 3.542 -2.848 3.591 0.03
H -4.120 -0.331 5.784 0.28
C -5.862 3.559 -0.469 -0.19
H 11.265 -4.440 0.753 0.27
H -2.549 -5.509 5.527 0.17
H 0.350 -2.730 -1.618 0.35
H -1.228 -0.604 -8.409 0.22
H -6.201 2.705 0.117 0.35
H -1.550 -0.035 -3.781 0.21
C 7.067 0.928 -1.953 -1.00
C -3.240 0.315 5.527 -0.83
C -3.284 5.674 -2.831 -0.42
H -8.831 0.487 5.764 0.26
H 0.335 -0.151 -7.697 0.26
N 1.615 1.572 -4.065 -0.52
N 5.182 -2.057 6.217 -0.46
C -6.393 8.119 -0.613 -0.68
H -2.286 -0.292 5.431 0.15
H -3.046 -5.908 3.871 0.21
C -0.782 -2.702 5.170 0.32
C 4.913 -2.517 5.183 0.30
H -2.609 1.390 -3.763 0.12
H 7.775 0.162 -2.259 0.41
C -2.668 -7.592 5.112 0.31
C -2.754 0.208 0.657 -0.16
H 5.242 -2.724 3.093 0.04
O -3.520 2.376 1.276 0.07
H -6.089 1.419 -5.656 0.20
N 2.054 -3.142 1.050 -0.46
C -0.291 -0.989 -8.006 -0.58
C 0.603 -6.181 3.142 0.36
H 0.353 -7.838 1.837 0.32
O -1.484 0.289 -0.032 -0.81
H 0.922 -1.587 5.773 0.33
C -5.953 0.901 -6.607 -0.72
B -0.821 1.395 0.713 1.53
N 4.710 -0.178 -1.434 -0.47
N 9.900 0.570 -2.367 -0.45
C -6.308 7.098 0.471 0.46
N 0.967 -2.420 -9.854 -0.39
H 3.613 1.773 -1.585 0.08
H -2.941 2.178 4.247 0.21
H -2.824 -0.848 1.077 0.05
C 0.995 -2.015 -1.108 -0.25
C 2.528 1.756 -1.579 -0.38
H 10.420 3.522 -3.466 0.28
H -2.774 -0.278 3.152 0.17
H -6.357 9.120 -0.182 0.32
H 0.353 1.187 0.577 -0.43
C 0.256 -6.752 1.810 -0.76
N 7.003 -3.438 1.863 -0.50
N -3.035 7.965 -4.146 -0.43
C -6.890 1.292 6.076 0.40
H -6.233 4.477 -0.010 0.11
N 10.705 -3.768 -2.317 -0.43
H -8.461 1.929 4.795 0.27
C 10.067 1.460 -3.096 0.42
N -5.758 1.162 6.309 -0.39
H 2.189 0.901 -0.994 -0.02
C -3.144 6.961 -3.571 0.17
N -3.869 -0.664 -1.676 -0.56
C 11.105 -3.690 -1.229 0.35
C 0.416 -1.794 -9.045 0.25
H -4.633 1.546 4.348 0.05
H 6.965 1.659 -2.756 0.40
C 11.615 -3.589 0.169 -0.75
C 5.742 0.307 -1.662 0.48
H -5.557 7.998 -1.303 0.14
H 6.634 -3.282 -1.305 0.34
H 6.849 -1.609 -0.750 -0.33
C -6.369 3.451 -1.867 0.25
C -2.794 1.287 1.898 -0.37
C -3.549 1.219 4.259 0.00
H -7.328 8.000 -1.161 0.27
H -4.772 3.578 -0.471 0.03
H -0.998 2.439 0.113 -0.44
C 7.218 -2.631 -0.655 -0.07
H -2.990 5.811 -1.790 0.24
H -3.068 1.037 6.391 0.34
C -4.524 0.510 -6.771 0.46
H 12.705 -3.582 0.166 0.31
H 7.446 1.427 -1.062 0.33
C -3.306 -0.249 -2.605 0.49
N -6.752 3.376 -2.964 -0.52
N -2.299 -8.685 5.262 -0.44
N -1.817 -3.205 5.398 -0.50
H -0.771 -6.493 1.553 0.24
H 8.264 -2.663 -0.966 0.06
H -3.611 0.552 0.015 0.05
H -6.583 0.012 -6.623 0.27
N 0.875 -5.736 4.179 -0.44
H -6.250 1.564 -7.420 0.29
C 4.567 -3.108 3.858 -0.17
H -0.506 -1.611 -7.138 0.23
N -3.433 0.489 2.957 -0.28
C 1.592 -2.648 0.103 0.31
H 0.927 -6.351 1.050 0.28
H -4.322 5.338 -2.867 0.06
C -8.340 1.460 5.772 -0.81
C -3.143 -6.191 4.919 -0.55
H 4.659 -4.193 3.901 0.26
C -2.588 0.300 -3.789 -0.42
H 0.403 -1.143 -0.819 -0.11
H 2.159 2.671 -1.114 0.35
N -3.409 0.205 -6.892 -0.47
H 11.253 -2.668 0.629 0.27
H 11.170 2.418 -4.638 0.31
N -6.241 6.301 1.315 -0.48
H -4.190 -6.111 5.213 0.33
```

Properties
HOMO in Ha: -0.1670
Orbital gap in hartree: 0.2144
Charge: -1
E_LUMO in eV: 1.291

***

DFT (ωB97M-V/def2-TZVPD) results for the molecule C7H11N3O3 in a non-equilibrium geometry.

```
24
Properties=species:S:1:pos:R:3:nbo_charge:R:1
C 2.047 -0.036 0.209 0.34
N 0.385 1.196 -0.644 -0.29
H 2.295 -1.465 -1.176 0.23
H -1.055 -2.065 0.874 0.16
H 3.885 -1.045 -0.223 0.22
C -1.872 -1.586 0.196 0.52
H 3.175 0.012 -1.527 0.24
H -1.638 1.411 -1.324 0.26
O -2.996 -2.040 -0.080 -0.58
C 2.933 -0.747 -0.775 -0.64
C -0.167 0.023 -0.223 0.64
C 2.743 0.213 1.577 -0.64
H -2.694 0.006 -1.914 0.22
N 1.604 1.199 -0.385 -0.20
O -3.096 1.698 1.075 -0.28
C -2.220 0.595 -1.004 -0.24
O 0.747 -0.729 0.368 -0.49
H 3.401 1.192 1.591 0.25
H -4.123 1.739 -0.664 0.18
H 3.353 -0.654 1.885 0.22
C -3.472 1.016 -0.040 -0.16
H -3.872 0.012 0.230 0.27
N -1.404 -0.434 -0.350 -0.45
H 2.041 0.487 2.323 0.23
```

Properties
HOMO (spin up / spin down) in Ha: -0.3596 / -0.2680
Orbital gap (spin up / spin down) in hartree: 0.3438 / 0.2051
Energy above the lowest of the compared OMol25 structures with the same formula, charge and spin in eV: 6.064
Charge: 0
E_LUMO (spin up / spin down) in eV: -0.431 / -1.712

***

DFT (ωB97M-V/def2-TZVPD) results for a cluster of 2 separate species, C14H16 in total in a non-equilibrium geometry.

```
30
Properties=species:S:1:pos:R:3:nbo_charge:R:1
H 1.600 -0.629 -2.166 0.25
C -0.189 2.962 0.989 -0.20
H 0.202 1.860 2.690 0.23
C -0.994 3.229 -0.123 -0.03
C -0.814 4.448 -0.976 -0.63
H 1.340 -2.214 -3.128 0.28
H 0.476 -3.304 2.706 0.24
C -1.843 2.181 -0.545 -0.20
H -0.173 -4.035 -1.524 0.26
H -0.002 -1.487 -2.562 0.30
C 1.048 -1.696 -2.226 -0.71
H 0.008 5.091 -0.489 0.23
C -0.395 1.729 1.815 -0.23
C -1.304 0.873 1.338 -0.24
H -2.913 0.335 -0.133 0.23
H -2.460 2.349 -1.399 0.21
C 0.488 -3.649 -0.738 -0.19
H 2.502 -2.022 2.387 0.27
C 1.378 -2.453 -0.919 0.26
C -2.036 1.020 0.112 -0.23
C 0.796 -3.221 1.678 0.03
H -0.523 -4.782 0.932 0.27
H -1.843 4.997 -1.123 0.23
C 2.099 -1.921 0.196 -0.15
H -0.620 4.100 -1.958 0.22
H 2.891 -1.228 0.089 0.25
H 0.646 3.743 1.059 0.21
C 0.190 -3.993 0.550 -0.18
C 1.862 -2.354 1.495 -0.20
H -1.417 0.072 1.972 0.20
```

Properties
HOMO (spin up / spin down) in Ha: -0.4160 / -0.4160
Orbital gap (spin up / spin down) in hartree: 0.2420 / 0.1266
Energy above the lowest of the compared OMol25 structures with the same formula, charge and spin in eV: 2.695
Charge: +1
Spin multiplicity: 2
E_LUMO (spin up / spin down) in eV: -4.735 / -7.874

***

DFT (ωB97M-V/def2-TZVPD) results for a structure of composition C9H17ClI2N2OPRuSe in a non-equilibrium geometry.

```
35
Properties=species:S:1:pos:R:3:nbo_charge:R:1
H 0.892 1.111 -4.164 0.31
C -0.222 2.346 3.217 -0.42
C 0.214 -0.115 3.301 0.08
H -1.858 -0.266 -4.732 0.31
H 3.422 -0.449 2.710 0.28
Ru 0.229 -0.177 -0.713 0.56
C 0.562 -1.595 -3.388 -0.95
C 1.370 -2.244 2.618 -0.43
O -2.322 0.575 0.673 -0.44
H 1.175 1.444 -2.385 0.26
H -1.238 2.061 3.489 0.25
I -4.808 1.154 -1.742 0.51
Se -1.388 -0.808 3.800 0.35
H 1.707 -2.818 3.478 0.26
H 0.363 -2.540 2.353 0.23
N 1.337 -0.828 2.941 -0.30
H -0.315 2.079 -3.236 0.27
H -2.589 -1.142 -3.332 0.26
H -0.246 2.753 2.192 0.21
C 0.425 1.276 -3.186 -0.94
H 1.359 -1.778 -2.645 0.28
Cl 2.501 -0.702 -0.437 -0.48
H 0.172 3.120 3.886 0.26
C -1.364 0.281 0.058 0.51
N 0.636 1.199 3.276 -0.30
H 0.951 -1.260 -4.360 0.30
H -0.092 -2.470 -3.520 0.28
C 2.452 -0.027 2.945 0.02
I -4.893 -1.310 -1.438 0.50
H 2.555 2.173 3.133 0.27
C -2.011 -0.258 -3.640 -0.98
H -2.575 0.639 -3.344 0.24
C 2.018 1.243 3.133 0.00
H 2.047 -2.427 1.771 0.25
P -0.465 -0.242 -2.713 1.20
```

Properties
HOMO (spin up / spin down) in Ha: -0.6442 / -0.6487
Orbital gap (spin up / spin down) in hartree: 0.2249 / 0.1330
Charge: +3
Spin multiplicity: 5
E_LUMO (spin up / spin down) in eV: -11.408 / -14.030

***

Calculated total energy values, unit Ha, following the record order: -2850.50497, -663.13620, -542.65453, -4430.00914.